No. 1
Formula: C2H2N2OS
Source: OMol25
Level of theory: the ωB97M-V functional and the def2-TZVPD basis

Output
- SMILES string = Sc1nnco1
- M (g mol⁻¹) = 102.1
- total energy (eV) = -17967.8823

Last column: Löwdin charge in e.
Element x y z (Å)
S (0.156, 0.765, 1.787)  0.8338
C (0.156, 0.147, 0.124)  -0.7721
N (0.778, 0.541, -0.868)  0.0518
N (0.272, -0.191, -1.937)  0.0550
C (-0.520, -1.057, -1.480)  -0.2002
O (-0.723, -0.900, -0.143)  -0.0091
H (-0.749, -0.155, 2.222)  -0.1046
H (-1.132, -1.870, -1.898)  0.1455



No. 2
Formula: C70H161N7O21
Source: OMol25
Level of theory: the ωB97M-V functional and the def2-TZVPD basis

Output
- M (g mol⁻¹) = 1437.1
- total energy (eV) = -128627.4059

Last column: Löwdin charge in e.
Element x y z (Å)
C (19.528, 14.996, 13.655)  -0.0805
C (18.687, 15.985, 14.466)  -0.2352
N (17.219, 15.707, 14.397)  -0.1638
C (16.497, 16.952, 14.740)  -0.2701
C (16.576, 18.035, 13.662)  -0.0874
C (16.869, 14.714, 15.377)  -0.2865
C (15.469, 14.084, 15.162)  -0.0576
H (19.023, 14.799, 12.670)  0.0980
H (19.698, 14.006, 14.122)  0.0444
H (20.524, 15.410, 13.521)  0.0494
H (18.939, 15.883, 15.527)  0.1054
H (18.960, 16.988, 14.104)  0.0884
H (15.427, 16.727, 14.789)  0.1006
H (16.764, 17.370, 15.710)  0.1104
H (17.545, 18.504, 13.531)  0.0465
H (16.303, 17.503, 12.711)  0.0932
H (15.747, 18.720, 13.832)  0.0674
H (16.886, 15.043, 16.424)  0.1034
H (17.657, 13.939, 15.308)  0.1122
H (15.342, 13.306, 15.909)  0.0438
H (15.421, 13.651, 14.172)  0.0734
H (14.762, 14.883, 15.219)  0.0495
C (24.142, 16.274, 20.180)  -0.0902
C (24.435, 17.549, 20.913)  -0.2360
N (23.976, 17.579, 22.321)  -0.1703
C (22.561, 17.386, 22.522)  -0.2503
C (21.675, 18.482, 21.895)  -0.0578
C (24.754, 16.625, 23.062)  -0.2866
C (24.901, 16.952, 24.530)  -0.0972
H (23.027, 16.151, 20.107)  0.0797
H (24.563, 15.371, 20.631)  0.0702
H (24.543, 16.290, 19.171)  0.0551
H (25.489, 17.839, 20.892)  0.1140
H (23.833, 18.292, 20.366)  0.0977
H (22.236, 16.408, 22.166)  0.0844
H (22.412, 17.372, 23.602)  0.1092
H (22.026, 19.473, 22.252)  0.0949
H (21.758, 18.483, 20.809)  0.0323
H (20.624, 18.325, 22.065)  0.0494
H (25.793, 16.540, 22.715)  0.1243
H (24.361, 15.598, 22.988)  0.1054
H (25.593, 16.301, 25.019)  0.0577
H (24.006, 16.745, 25.135)  0.0639
H (25.222, 17.984, 24.764)  0.0858
C (21.090, 19.078, 14.262)  -0.0599
C (21.254, 19.808, 15.631)  -0.2318
N (22.532, 19.445, 16.247)  -0.1733
C (22.885, 20.340, 17.385)  -0.2372
C (23.186, 21.792, 16.990)  -0.0805
C (22.620, 18.026, 16.577)  -0.2453
C (21.711, 17.525, 17.701)  -0.0618
H (21.989, 19.261, 13.657)  0.0808
H (20.182, 19.434, 13.808)  0.0569
H (20.954, 18.007, 14.449)  0.0431
H (21.210, 20.890, 15.506)  0.0975
H (20.397, 19.558, 16.276)  0.1070
H (22.186, 20.317, 18.191)  0.0944
H (23.813, 19.908, 17.780)  0.0973
H (24.085, 21.871, 16.365)  0.0690
H (22.391, 22.285, 16.445)  0.0540
H (23.479, 22.348, 17.894)  0.0771
H (23.656, 17.841, 16.812)  0.0861
H (22.399, 17.529, 15.613)  0.0948
H (21.812, 18.100, 18.630)  0.0471
H (21.844, 16.449, 17.860)  0.0573
H (20.640, 17.641, 17.473)  0.0614
C (13.907, 10.186, 16.124)  -0.0963
C (14.695, 10.534, 17.342)  -0.2732
N (14.158, 11.693, 18.060)  -0.1837
C (14.968, 12.111, 19.186)  -0.2507
C (16.373, 12.517, 18.775)  -0.0776
C (12.754, 11.558, 18.459)  -0.2513
C (12.312, 10.310, 19.209)  -0.0956
H (14.342, 9.374, 15.571)  0.0689
H (13.724, 11.051, 15.467)  0.0859
H (12.936, 9.777, 16.405)  0.0622
H (14.747, 9.604, 17.936)  0.1231
H (15.693, 10.789, 17.045)  0.0836
H (14.930, 11.277, 19.909)  0.1199
H (14.485, 12.985, 19.615)  0.1126
H (16.838, 13.032, 19.602)  0.0492
H (16.295, 13.181, 17.910)  0.0629
H (16.984, 11.719, 18.368)  0.0481
H (12.574, 12.410, 19.103)  0.1012
H (12.079, 11.651, 17.583)  0.1176
H (12.469, 9.411, 18.616)  0.0546
H (12.782, 10.093, 20.177)  0.0688
H (11.218, 10.336, 19.363)  0.0800
C (22.958, 14.312, 15.235)  -0.0286
C (22.879, 12.903, 15.940)  -0.2262
N (22.242, 12.763, 17.238)  -0.1726
C (22.985, 13.416, 18.323)  -0.2254
C (23.975, 12.428, 18.923)  -0.0369
C (20.826, 13.174, 17.283)  -0.2103
C (20.053, 12.422, 18.402)  -0.0474
H (23.495, 15.024, 15.844)  0.0542
H (21.965, 14.676, 15.029)  0.0438
H (23.356, 14.116, 14.237)  0.0592
H (22.328, 12.295, 15.215)  0.0771
H (23.907, 12.451, 16.072)  0.1095
H (23.434, 14.346, 17.935)  0.1016
H (22.194, 13.744, 18.994)  0.0970
H (24.738, 12.085, 18.235)  0.0525
H (24.521, 12.834, 19.757)  0.0592
H (23.419, 11.531, 19.211)  0.0756
H (20.363, 12.851, 16.352)  0.0901
H (20.772, 14.237, 17.396)  0.0880
H (18.975, 12.619, 18.373)  0.0463
H (20.354, 12.625, 19.416)  0.0477
H (20.210, 11.336, 18.196)  0.0701
C (18.679, 16.267, 19.766)  -0.0786
C (18.638, 17.755, 19.844)  -0.3060
N (18.065, 18.252, 21.042)  -0.1941
C (16.760, 17.674, 21.308)  -0.2320
C (15.709, 17.847, 20.178)  -0.0596
C (18.088, 19.704, 21.148)  -0.2801
C (17.801, 20.255, 22.539)  -0.0952
H (17.728, 15.732, 19.789)  0.0608
H (19.258, 15.888, 20.619)  0.0812
H (19.156, 15.915, 18.840)  0.0664
H (19.684, 18.138, 19.785)  0.0961
H (18.210, 18.205, 18.953)  0.1132
H (16.930, 16.612, 21.345)  0.0834
H (16.418, 18.024, 22.283)  0.1103
H (14.754, 17.599, 20.626)  0.0696
H (15.679, 18.903, 19.940)  0.0579
H (15.944, 17.288, 19.277)  0.0625
H (17.378, 20.233, 20.493)  0.1088
H (19.082, 20.086, 20.863)  0.1114
H (16.723, 20.177, 22.698)  0.0632
H (18.186, 21.292, 22.572)  0.0804
H (18.358, 19.651, 23.280)  0.0812
C (26.247, 11.790, 14.078)  -0.0936
C (27.642, 11.601, 14.612)  -0.2914
N (27.731, 11.395, 16.022)  -0.1862
C (26.789, 10.415, 16.590)  -0.2391
C (26.755, 9.011, 16.016)  -0.0647
C (29.134, 11.181, 16.440)  -0.2312
C (29.415, 10.998, 17.945)  -0.0721
H (26.308, 12.039, 13.007)  0.0891
H (25.736, 12.608, 14.605)  0.0713
H (25.622, 10.917, 14.207)  0.0418
H (28.189, 10.877, 14.010)  0.1152
H (28.091, 12.553, 14.318)  0.1147
H (27.002, 10.389, 17.653)  0.1009
H (25.795, 10.919, 16.451)  0.0825
H (27.746, 8.636, 15.789)  0.0708
H (26.193, 8.296, 16.595)  0.0577
H (26.251, 9.001, 15.030)  0.0666
H (29.661, 12.018, 15.970)  0.1117
H (29.531, 10.278, 15.947)  0.1054
H (29.337, 9.990, 18.255)  0.0636
H (28.758, 11.629, 18.545)  0.0673
H (30.419, 11.380, 18.111)  0.0699
C (32.105, 11.382, 22.525)  -0.0575
C (31.637, 10.626, 21.266)  -0.1278
O (30.250, 10.099, 21.543)  0.0375
C (29.296, 10.985, 21.551)  -0.6292
O (29.472, 12.125, 21.222)  0.0984
O (28.110, 10.474, 21.993)  0.0004
C (26.970, 11.284, 21.779)  -0.0489
H (31.706, 10.937, 23.416)  0.0758
H (31.765, 12.425, 22.456)  0.0827
H (33.154, 11.333, 22.713)  0.0626
H (32.235, 9.753, 21.067)  0.1115
H (31.665, 11.244, 20.374)  0.1063
H (27.258, 12.318, 21.583)  0.0973
H (26.387, 11.187, 22.675)  0.0724
H (26.343, 10.848, 20.988)  0.0884
C (23.143, 11.274, 12.737)  -0.0668
C (21.774, 11.370, 12.180)  -0.1816
O (20.856, 11.883, 13.197)  0.0406
C (20.367, 10.894, 13.909)  -0.5895
O (20.618, 9.715, 13.888)  0.1062
O (19.576, 11.390, 14.931)  -0.0442
C (19.127, 10.272, 15.747)  -0.0262
H (23.181, 10.447, 13.455)  0.0640
H (23.397, 12.194, 13.244)  0.0511
H (23.916, 11.233, 11.947)  0.1021
H (21.397, 10.399, 11.785)  0.1385
H (21.699, 12.076, 11.352)  0.1202
H (18.626, 9.552, 15.107)  0.1013
H (18.426, 10.693, 16.471)  0.0806
H (19.911, 9.831, 16.339)  0.0788
C (26.986, 19.861, 18.499)  -0.0466
C (26.573, 19.207, 17.160)  -0.2161
O (26.054, 17.899, 17.322)  0.0099
C (26.980, 16.931, 17.236)  -0.6440
O (28.130, 17.105, 17.082)  0.1610
O (26.414, 15.745, 17.326)  -0.0071
C (27.262, 14.604, 17.209)  -0.0200
H (27.693, 19.219, 19.019)  0.0786
H (26.217, 19.922, 19.269)  0.0598
H (27.304, 20.884, 18.420)  0.0708
H (27.474, 19.298, 16.543)  0.1272
H (25.827, 19.776, 16.639)  0.0969
H (26.637, 13.764, 16.900)  0.0757
H (27.704, 14.318, 18.168)  0.1018
H (28.054, 14.786, 16.480)  0.0993
C (21.733, 13.873, 24.028)  -0.0484
C (21.831, 13.650, 22.537)  -0.2140
O (21.686, 12.265, 22.174)  0.0365
C (22.798, 11.615, 22.323)  -0.6231
O (23.826, 12.107, 22.737)  0.1012
O (22.634, 10.323, 22.021)  -0.0008
C (23.783, 9.510, 22.230)  -0.0253
H (21.521, 14.944, 24.158)  0.0794
H (22.696, 13.646, 24.448)  0.0699
H (20.967, 13.292, 24.537)  0.0856
H (22.810, 14.014, 22.193)  0.1055
H (20.958, 14.139, 22.098)  0.1116
H (23.334, 8.572, 22.490)  0.0983
H (24.413, 9.890, 23.016)  0.0806
H (24.452, 9.531, 21.362)  0.0938
C (24.286, 15.311, 9.350)  -0.0512
C (23.404, 15.086, 10.646)  -0.1649
O (23.382, 16.303, 11.466)  0.0231
C (24.326, 16.416, 12.411)  -0.6178
O (25.321, 15.751, 12.576)  0.1105
O (24.091, 17.499, 13.131)  -0.0019
C (25.063, 17.715, 14.132)  -0.0493
H (24.030, 14.722, 8.456)  0.0704
H (25.345, 15.153, 9.583)  0.0715
H (24.106, 16.358, 9.019)  0.0824
H (23.821, 14.239, 11.193)  0.1022
H (22.352, 14.926, 10.447)  0.1115
H (24.674, 18.655, 14.532)  0.0929
H (26.082, 17.784, 13.768)  0.1046
H (25.020, 16.887, 14.857)  0.0910
C (23.150, 8.452, 15.438)  -0.0521
C (22.993, 9.557, 16.421)  -0.1624
O (22.383, 9.217, 17.735)  0.0175
C (23.111, 8.536, 18.561)  -0.6695
O (24.241, 8.254, 18.373)  0.1396
O (22.464, 8.083, 19.661)  -0.0048
C (21.096, 8.587, 19.824)  -0.0139
H (22.245, 8.014, 15.003)  0.0818
H (23.791, 7.682, 15.918)  0.0923
H (23.685, 8.858, 14.580)  0.0616
H (22.297, 10.324, 16.149)  0.0851
H (23.970, 10.003, 16.650)  0.1013
H (21.105, 9.648, 19.688)  0.0681
H (20.915, 8.278, 20.847)  0.0935
H (20.378, 8.101, 19.189)  0.0894
C (14.312, 13.327, 24.370)  -0.0624
C (14.020, 12.330, 23.255)  -0.1973
O (15.200, 11.508, 23.081)  0.0167
C (16.250, 12.108, 22.492)  -0.6232
O (16.202, 13.166, 21.917)  0.0964
O (17.335, 11.386, 22.641)  0.0275
C (18.569, 11.909, 22.085)  0.0018
H (14.824, 14.208, 23.893)  0.0875
H (14.980, 12.800, 25.042)  0.0815
H (13.395, 13.735, 24.864)  0.0905
H (13.766, 12.852, 22.375)  0.1000
H (13.338, 11.588, 23.613)  0.1173
H (19.325, 11.347, 22.608)  0.0889
H (18.675, 12.960, 22.182)  0.0798
H (18.619, 11.637, 21.030)  0.0891



No. 3
Formula: C4H7NO2
Source: OMol25
Level of theory: the ωB97M-V functional and the def2-TZVPD basis

Output
- M (g mol⁻¹) = 101.1
- total energy (eV) = -9843.6167

Last column: Löwdin charge in e.
Element x y z (Å)
O (-1.121, -0.561, 1.435)  0.0205
C (-0.883, -0.050, 0.185)  -0.4724
C (-0.479, 1.314, 0.135)  0.1065
O (1.415, 1.123, 0.078)  -0.0532
C (1.801, -0.083, 0.040)  -0.3818
N (1.140, -1.121, -0.337)  0.0185
C (-0.208, -0.948, -0.826)  -0.1778
H (-0.464, -1.261, 1.574)  0.1135
H (-1.949, 0.495, -0.147)  0.2120
H (-0.438, 1.778, -0.844)  0.1198
H (-0.685, 1.964, 0.976)  0.1255
H (2.809, -0.225, 0.438)  0.1224
H (-0.243, -0.495, -1.825)  0.1279
H (-0.697, -1.925, -0.878)  0.1185



Number 1: Kohn-Sham gap 10.3 eV. Number 2: Kohn-Sham gap 8.8 eV. Number 3: Kohn-Sham gap 9.9 eV.